Record 1
This record from the Open Molecules 2025 dataset describes a structure of composition C19H35BrOTa. The level of theory is ωB97M-V/def2-TZVPD.

Gap between HOMO and LUMO: 7.195 eV
HOMO: -4.63 eV
E_LUMO: 2.569 eV
Net charge: -1

```
57
Properties=species:S:1:pos:R:3:nbo_charge:R:1
C 1.626 3.284 0.704 -0.63
C 2.856 2.239 0.569 -0.95
Ta 1.987 0.089 0.191 2.40
C 1.974 -0.167 2.517 -0.98
C 0.463 -0.426 3.026 -0.40
C -0.452 0.910 3.093 -0.42
C -2.016 0.536 3.204 -0.40
C -2.893 0.868 1.902 -0.40
C -2.452 0.088 0.566 -0.44
C -3.680 -0.403 -0.356 -0.07
O -4.867 0.428 -0.257 -0.56
C -5.936 -0.343 -0.881 -0.27
C 1.275 -2.078 -0.189 -1.03
C 2.432 -3.185 -0.294 -0.19
C 1.770 -4.668 -0.458 -0.65
Br 3.584 -3.316 1.348 -0.06
C 1.820 0.679 -2.056 -0.51
C 2.984 1.185 -2.951 -0.23
C 2.653 1.577 -4.444 -0.25
C 1.199 1.473 -5.032 -0.26
C 0.024 0.948 -4.147 -0.26
C 0.370 0.565 -2.682 -0.22
H 1.329 3.335 1.820 0.20
H 1.974 4.298 0.297 0.19
H 0.769 2.933 0.032 0.22
H 3.487 2.523 -0.349 0.21
H 3.518 2.264 1.518 0.21
H 3.738 -0.478 0.032 -0.49
H 0.226 0.723 0.373 -0.51
H 2.299 0.842 2.990 0.22
H 2.734 -0.941 2.874 0.24
H -0.092 -1.260 2.473 0.19
H 0.550 -0.785 4.127 0.18
H -0.209 1.677 2.284 0.23
H -0.175 1.416 4.100 0.19
H -2.448 1.195 4.056 0.19
H -2.193 -0.547 3.538 0.20
H -2.958 1.983 1.644 0.21
H -3.973 0.520 2.140 0.20
H -1.737 -0.781 0.782 0.23
H -1.867 0.852 -0.075 0.23
H -3.910 -1.528 -0.224 0.16
H -3.308 -0.305 -1.452 0.17
H -6.492 -0.878 -0.026 0.17
H -6.698 0.352 -1.388 0.19
H -5.566 -1.109 -1.642 0.18
H 0.644 -2.175 -1.158 0.24
H 0.558 -2.380 0.666 0.22
H 3.149 -3.051 -1.170 0.22
H 2.634 -5.433 -0.528 0.20
H 1.222 -4.923 0.530 0.21
H 1.079 -4.746 -1.363 0.21
H 4.023 1.263 -2.496 0.23
H 3.535 1.982 -5.068 0.21
H 0.995 1.799 -6.116 0.21
H -1.047 0.871 -4.568 0.21
H -0.511 0.209 -2.028 0.22
```

=====

Record 2
This record from the Open Molecules 2025 dataset describes a cluster of 2 separate species, C4H9NO in total. The level of theory is ωB97M-V/def2-TZVPD.

Energy above the lowest of the compared OMol25 structures with the same formula, charge and spin: 1.081 eV
SMILES: CCN=C=O.C
Gap between HOMO and LUMO: 11.086 eV
HOMO: -10.31 eV
E_LUMO: 0.778 eV

```
15
Properties=species:S:1:pos:R:3:nbo_charge:R:1
C 0.814 2.102 -0.144 -0.61
C -0.493 1.561 -0.708 -0.21
N -0.715 0.190 -0.297 -0.58
C -0.997 -0.206 0.813 0.88
O -1.270 -0.677 1.851 -0.51
H 0.909 3.168 -0.369 0.22
H 1.673 1.573 -0.568 0.22
H 0.841 1.976 0.944 0.21
H -1.342 2.159 -0.366 0.19
H -0.488 1.584 -1.800 0.20
C 0.213 -2.687 0.132 -0.87
H 0.182 -1.768 -0.453 0.23
H 0.623 -3.465 -0.507 0.21
H -0.794 -2.963 0.458 0.21
H 0.844 -2.546 1.015 0.21
```

=====

Record 3
This record from the Open Molecules 2025 dataset describes an isolated molecule of C5H10O2. The level of theory is ωB97M-V/def2-TZVPD.

Energy above the lowest of the compared OMol25 structures with the same formula, charge and spin: 3.466 eV
SMILES: OCCC1COC1
Gap between HOMO and LUMO: 9.843 eV
HOMO: -9.02 eV
E_LUMO: 0.824 eV

```
17
Properties=species:S:1:pos:R:3:nbo_charge:R:1
O -2.169 -0.856 -0.155 -0.73
C -1.277 -0.976 -1.249 -0.05
C -0.155 0.059 -1.086 -0.43
C 0.693 -0.054 0.184 -0.27
C 1.881 1.012 0.742 -0.04
O 1.267 0.941 2.010 -0.54
C 0.071 0.373 1.495 -0.06
H -2.833 -1.554 -0.222 0.47
H -1.801 -0.792 -2.207 0.16
H -0.840 -1.986 -1.298 0.16
H -0.618 1.057 -1.098 0.21
H 0.490 -0.024 -1.966 0.22
H 1.525 -0.730 0.223 0.23
H 1.822 1.977 0.241 0.15
H 2.965 0.740 0.889 0.18
H -0.352 -0.353 2.186 0.18
H -0.670 1.167 1.311 0.16
```

=====

Record 4
This record from the Open Molecules 2025 dataset describes a cluster of 2 separate species, CH5PS in total. The level of theory is ωB97M-V/def2-TZVPD.

Energy above the lowest of the compared OMol25 structures with the same formula, charge and spin: 3.608 eV
Gap between HOMO and LUMO (spin up / spin down): 8.154 / 6.479 eV
HOMO (spin up / spin down): -9.28 / -8.45 eV
E_LUMO (spin up / spin down): -1.121 / -1.976 eV

```
8
Properties=species:S:1:pos:R:3:nbo_charge:R:1
C -1.741 0.291 0.183 -0.80
P 3.290 0.051 0.018 0.09
S -0.040 -0.458 0.135 0.08
H -1.553 1.218 -0.368 0.22
H -2.663 -0.244 -0.254 0.25
H -1.852 0.451 1.347 0.24
H 3.597 -0.671 1.227 -0.05
H 3.011 1.286 0.950 -0.04
```

=====

| no. | E (eV) |
| --- | --- |
| 1 | -93901.229 |
| 2 | -7831.239 |
| 3 | -9439.577 |
| 4 | -21238.213 |